{
  "formula": "H24O12",
  "method": "ωB97M-V with the def2-TZVPD basis set",
  "total_charge": 0,
  "homo_lumo_gap_ev": 9.370,
  "e_above_lowest_kcal_mol": 85.8,
  "spin_multiplicity": 1,
  "e_tot_ev": -24957.974,
  "smiles": "O.O.O.O.O.O.O.O.O.O.O.O",
  "elements": ["O", "H", "H", "O", "H", "H", "O", "H", "H", "O", "H", "H", "O", "H", "H", "O", "H", "H", "O", "H", "H", "O", "H", "H", "O", "H", "H", "O", "H", "H", "O", "H", "H", "O", "H", "H"],
  "xyz": [[0.48857, 0.21613, -0.22597], [0.83205, -0.67891, -0.12638], [0.11597, 0.22678, -1.11481], [-1.93986, 1.48312, 2.72257], [-1.70280, 1.87402, 3.57109], [-1.54477, 2.07545, 2.07293], [-1.08094, 3.08781, -1.01681], [-0.13194, 3.01658, -0.86408], [-1.24328, 2.49914, -1.76253], [2.28120, 2.22658, -2.78896], [3.16666, 2.60494, -2.83133], [2.27683, 1.73208, -1.96165], [-3.54139, 0.44099, 0.32596], [-3.07035, 0.79956, -0.43466], [-3.97691, -0.34702, -0.01808], [4.27002, 0.19974, 0.37853], [3.37234, 0.55067, 0.38256], [4.33238, -0.27524, -0.45782], [-2.15926, -1.82730, -0.01559], [-1.80237, -2.54321, -0.55325], [-2.48357, -1.18879, -0.66066], [-3.28784, -0.54711, -2.36677], [-3.35302, -1.33794, -2.91388], [-2.67928, 0.02297, -2.85016], [-0.85337, -0.46791, 2.00277], [-0.38380, -1.28573, 1.80359], [-1.32123, -0.66000, 2.82326], [2.90459, 3.00804, 2.24422], [3.58104, 2.46906, 1.81889], [3.01809, 2.82805, 3.18428], [2.19776, -4.53325, 1.41188], [1.54226, -5.20550, 1.62959], [2.33292, -4.06036, 2.24080], [0.22452, -1.85897, -1.94411], [0.27585, -2.80274, -2.13290], [-0.65706, -1.74175, -1.57253]],
  "forces_ev_per_angstrom": [[0.4, 0.6, -0.2], [-0.1, 0.1, -0.2], [0.2, -0.1, 0.1], [-0.5, 1.0, 0.8], [0.0, 0.1, -0.1], [0.0, -0.3, -0.1], [-0.1, -0.2, -0.1], [0.0, 0.0, 0.1], [0.1, 0.2, 0.0], [0.1, 0.0, 0.1], [-0.1, 0.0, 0.0], [-0.1, 0.0, 0.0], [-0.3, 0.2, -0.2], [-0.1, 0.2, 0.3], [-0.2, 0.2, 0.2], [-0.1, 0.1, -0.1], [-0.2, -0.1, 0.1], [0.1, 0.0, 0.1], [0.4, -0.8, -0.4], [-0.4, -0.4, 0.3], [-0.1, 0.1, 0.1], [0.3, -0.1, -0.3], [-0.1, 0.0, 0.0], [-0.1, 0.1, -0.1], [0.8, -1.0, 0.3], [-0.2, -0.1, -0.1], [-0.1, 0.3, -0.2], [0.1, -0.1, 0.0], [0.0, 0.1, 0.0], [-0.1, 0.0, -0.1], [-0.1, 0.0, 0.1], [0.1, 0.0, 0.0], [0.1, 0.0, -0.1], [-0.1, -0.4, -0.3], [0.2, 0.0, -0.1], [0.1, 0.2, 0.2]]
}

---

{
  "formula": "H24O12",
  "method": "ωB97M-V with the def2-TZVPD basis set",
  "total_charge": 0,
  "homo_lumo_gap_ev": 9.780,
  "e_above_lowest_kcal_mol": 44.5,
  "spin_multiplicity": 1,
  "e_tot_ev": -24959.765,
  "smiles": "O.O.O.O.O.O.O.O.O.O.O.O",
  "elements": ["O", "H", "H", "O", "H", "H", "O", "H", "H", "O", "H", "H", "O", "H", "H", "O", "H", "H", "O", "H", "H", "O", "H", "H", "O", "H", "H", "O", "H", "H", "O", "H", "H", "O", "H", "H"],
  "xyz": [[1.09294, 0.96914, 3.06256], [1.80894, 1.47514, 3.43556], [1.38894, 0.43714, 2.30556], [3.66894, -2.86986, 0.60356], [3.44394, -3.10786, -0.32544], [3.36294, -1.97386, 0.57956], [-1.80006, 0.70614, 1.25156], [-1.68206, -0.04186, 1.84156], [-1.55606, 1.44714, 1.72556], [0.29494, 0.14014, -0.40844], [-0.48506, 0.36414, 0.09956], [0.81594, -0.55986, -0.03944], [-1.51606, -2.19786, -0.54844], [-1.42106, -2.45486, -1.47944], [-0.71806, -2.51086, -0.13244], [-1.06206, 0.28414, -2.74044], [-0.47806, 0.06714, -2.04744], [-1.68206, 0.89014, -2.33044], [-0.22706, 3.43314, -0.34744], [-0.66206, 3.89114, 0.44056], [-0.72506, 2.63514, -0.48144], [1.95494, 2.01214, -1.49644], [1.54094, 2.78214, -1.70744], [1.20294, 1.57014, -1.07344], [-2.59106, 2.22214, -1.31944], [-3.02206, 1.51714, -0.90044], [-2.73806, 3.02914, -0.87244], [-3.73006, -0.59586, -1.04744], [-4.17806, -1.07686, -1.78344], [-2.92206, -1.04086, -0.82744], [1.02094, -3.43986, 0.79656], [1.19494, -4.34986, 0.57556], [1.88994, -3.06886, 1.02056], [2.52294, -0.43386, 1.25756], [2.98494, 0.32714, 0.83556], [3.00594, -0.47686, 2.07756]],
  "forces_ev_per_angstrom": [[-1.0, -0.3, 0.1], [0.4, 0.1, -0.1], [0.1, 0.6, 0.3], [0.0, -1.0, -1.4], [0.5, -0.3, 0.8], [-0.1, 1.4, 0.4], [-0.9, -2.3, -1.7], [-0.1, -0.1, 0.2], [0.9, 2.4, 1.8], [0.6, 0.7, -1.1], [-0.5, -0.4, 0.8], [0.0, -0.5, 0.6], [-0.5, -0.2, -0.7], [0.0, 0.2, 0.3], [0.7, -0.3, 0.5], [-1.1, 0.1, -1.7], [1.3, -0.5, 1.3], [-0.1, 0.2, -0.2], [-0.4, 1.9, 2.0], [1.0, -1.0, -1.7], [-0.7, -0.6, -0.3], [1.4, -3.3, 1.0], [-1.3, 3.9, -1.2], [0.5, -0.6, 0.1], [1.5, 0.4, -1.8], [-1.5, -1.7, 1.2], [-0.5, 1.1, 0.7], [-1.8, 0.5, -0.9], [0.9, 0.6, 1.0], [0.8, -0.7, 0.1], [-0.6, 0.7, 0.1], [0.1, -0.5, 0.0], [0.0, -0.4, 0.0], [0.9, 0.9, -0.8], [-0.7, -0.4, -0.3], [0.3, -0.5, 0.8]]
}

---

{
  "formula": "H24O12",
  "method": "ωB97M-V with the def2-TZVPD basis set",
  "total_charge": 0,
  "homo_lumo_gap_ev": 10.725,
  "e_above_lowest_kcal_mol": 88.6,
  "spin_multiplicity": 1,
  "e_tot_ev": -24957.852,
  "smiles": "O.O.O.O.O.O.O.O.O.O.O.O",
  "elements": ["O", "H", "H", "O", "H", "H", "O", "H", "H", "O", "H", "H", "O", "H", "H", "O", "H", "H", "O", "H", "H", "O", "H", "H", "O", "H", "H", "O", "H", "H", "O", "H", "H", "O", "H", "H"],
  "xyz": [[0.11624, -0.36616, 1.02722], [-0.42565, -1.15949, 1.10447], [-0.42685, 0.32775, 1.41777], [4.68367, -0.49985, -1.05378], [3.86958, -0.85612, -0.68054], [4.70755, 0.41057, -0.73825], [-4.11948, -2.07550, -1.76786], [-4.23934, -1.92080, -2.71162], [-3.54673, -1.35455, -1.48293], [-1.80955, 4.93785, 0.74008], [-1.18251, 4.20770, 0.79190], [-2.51434, 4.60204, 0.17484], [1.46947, -0.13679, 3.11382], [0.82571, -0.57845, 2.54858], [1.33072, -0.53310, 3.98139], [-1.81371, 2.13148, -1.82626], [-1.76414, 2.31977, -0.88229], [-2.18163, 1.24164, -1.86889], [-1.52045, -0.19565, -1.19079], [-1.39212, -0.35746, -2.13225], [-0.63068, -0.23617, -0.82246], [2.71072, 1.08808, -1.47535], [1.99610, 1.69595, -1.25443], [3.29781, 1.60955, -2.03426], [0.17614, 1.69883, 2.13887], [-0.44252, 1.34416, 2.78730], [-0.27095, 2.47818, 1.79000], [-2.68776, -3.15548, 1.95648], [-3.53161, -3.41980, 1.57301], [-2.03571, -3.66486, 1.46216], [1.53178, -1.02665, -2.09031], [1.12947, -1.89894, -2.01133], [2.30403, -1.17418, -2.64787], [1.85592, -2.11317, 0.67112], [2.34214, -1.80242, 1.44314], [2.18867, -1.56796, -0.05069]],
  "forces_ev_per_angstrom": [[-1.3, -1.1, -0.7], [0.1, -0.4, -0.4], [0.2, 0.2, -0.5], [0.6, -0.4, 0.1], [0.2, 0.3, -0.1], [-0.2, -0.2, 0.0], [0.0, 0.1, -0.2], [-0.1, -0.1, 0.1], [0.1, 0.0, 0.2], [0.0, -0.3, 0.0], [0.0, 0.3, -0.1], [0.0, 0.1, -0.1], [0.5, -0.7, 1.5], [0.2, 0.1, -0.5], [0.3, 0.0, 0.1], [-0.3, 1.5, -0.4], [0.0, -0.2, -0.2], [0.2, 0.5, 0.4], [-0.5, -1.6, -0.3], [0.3, -0.2, 0.0], [0.4, 0.1, 0.4], [0.0, 1.0, 0.0], [-0.1, -0.1, 0.0], [0.0, 0.0, 0.0], [-0.7, 1.8, 0.1], [0.3, 0.3, 0.6], [0.0, 0.2, 0.2], [0.1, 0.0, -0.1], [0.0, 0.1, 0.0], [0.0, 0.0, 0.1], [-0.4, -0.8, 0.0], [0.0, -0.1, -0.1], [0.1, 0.3, 0.0], [0.7, -0.7, -0.1], [-0.1, 0.1, 0.1], [-0.4, 0.1, -0.1]]
}

---

{
  "formula": "H24O12",
  "method": "ωB97M-V with the def2-TZVPD basis set",
  "total_charge": 0,
  "homo_lumo_gap_ev": 9.154,
  "e_above_lowest_kcal_mol": 47.6,
  "spin_multiplicity": 1,
  "e_tot_ev": -24959.632,
  "smiles": "O.O.O.O.O.O.O.O.O.O.O.O",
  "elements": ["O", "H", "H", "O", "H", "H", "O", "H", "H", "O", "H", "H", "O", "H", "H", "O", "H", "H", "O", "H", "H", "O", "H", "H", "O", "H", "H", "O", "H", "H", "O", "H", "H", "O", "H", "H"],
  "xyz": [[1.71511, 1.83144, 2.05225], [1.26111, 1.17744, 1.57225], [1.02211, 2.49444, 2.24525], [-0.56589, 1.06744, -2.50375], [-1.36989, 0.54044, -2.65475], [-0.81989, 1.87544, -2.88475], [0.80711, 0.02544, 0.23525], [0.16011, -0.15756, 0.90425], [0.61211, -0.58456, -0.45975], [-1.82689, -2.25356, -0.04575], [-2.52689, -1.66956, 0.27325], [-1.82289, -2.28956, -1.01075], [-0.72189, 3.04944, 1.79925], [-1.17489, 2.39644, 1.24325], [-1.08189, 3.84144, 1.44725], [0.60511, -1.34956, -1.95475], [1.52611, -1.65056, -2.21375], [0.51011, -0.54056, -2.44875], [-0.98889, -0.25556, 2.27725], [-1.21389, -1.11956, 2.60925], [-0.66289, 0.25444, 3.01325], [-1.43689, -2.50756, -3.05075], [-1.58389, -1.87456, -3.76275], [-0.61489, -2.18756, -2.66675], [1.23911, 2.62944, -0.83975], [1.25611, 2.62444, -1.79175], [1.02511, 1.72644, -0.68375], [-2.05089, 1.56544, -0.05075], [-2.17289, 0.73344, 0.37825], [-1.83189, 1.33744, -0.93075], [1.72111, -1.61556, 3.26325], [2.33311, -0.89756, 3.02125], [1.38711, -2.07556, 2.51325], [2.72611, -1.99656, 0.56825], [2.09711, -1.31456, 0.36925], [2.46411, -2.83056, 0.16825]],
  "forces_ev_per_angstrom": [[0.6, 1.5, 1.7], [-0.5, -1.0, -1.0], [0.5, -0.3, -0.3], [-0.6, -2.1, 0.3], [0.4, -0.2, 0.0], [-0.1, 2.1, -0.8], [0.9, 0.7, 0.0], [-1.0, -0.3, 1.1], [-0.4, -0.7, -0.9], [0.3, 0.1, 0.5], [0.1, -0.3, -0.5], [-0.5, 0.1, -0.1], [-0.1, -0.9, 0.6], [0.3, -0.1, -0.1], [-0.2, 1.4, -0.3], [2.4, -1.3, -0.7], [-1.4, 0.3, 0.6], [-0.1, 1.1, -0.4], [-0.5, 0.3, -0.8], [0.1, -0.5, 0.3], [0.3, 0.3, 0.6], [-0.8, 0.1, -0.3], [-0.3, -0.3, -0.1], [0.6, -0.2, 0.2], [0.2, 1.2, -0.5], [0.2, 0.5, -0.6], [-0.3, -1.4, 1.1], [-0.9, 0.8, 0.8], [-0.1, -0.9, 0.8], [0.8, -0.1, -1.3], [0.2, 0.8, 1.8], [-0.5, -0.7, -0.4], [0.3, -0.1, -1.2], [1.1, -1.0, 0.1], [-0.7, 0.7, -0.2], [-0.2, 0.2, 0.0]]
}

---

{
  "formula": "H24O12",
  "method": "ωB97M-V with the def2-TZVPD basis set",
  "total_charge": 0,
  "homo_lumo_gap_ev": 10.174,
  "e_above_lowest_kcal_mol": 60.8,
  "spin_multiplicity": 1,
  "e_tot_ev": -24959.058,
  "smiles": "O.O.O.O.O.O.O.O.O.O.O.O",
  "elements": ["O", "H", "H", "O", "H", "H", "O", "H", "H", "O", "H", "H", "O", "H", "H", "O", "H", "H", "O", "H", "H", "O", "H", "H", "O", "H", "H", "O", "H", "H", "O", "H", "H", "O", "H", "H"],
  "xyz": [[0.43825, -1.40663, 0.06206], [0.28321, -0.47988, -0.15263], [1.28457, -1.40211, 0.52325], [2.57561, -4.23134, -2.18844], [2.04626, -3.67525, -1.60574], [2.23477, -5.12022, -2.03770], [0.31453, -1.85210, 3.70799], [0.57990, -1.38575, 2.90731], [0.18954, -1.15084, 4.35730], [-0.45451, 4.36248, -1.75792], [0.34702, 3.90126, -2.02961], [-0.92182, 3.71939, -1.21290], [-0.37562, 0.44299, -3.77125], [-0.54179, -0.50152, -3.67484], [-1.19069, 0.78661, -4.15412], [-2.07537, 1.76514, -1.50633], [-1.88349, 2.60817, -1.93232], [-2.87436, 1.93705, -0.99540], [3.05932, -2.65072, 1.18240], [3.82019, -2.15122, 1.49954], [2.69694, -3.05641, 1.97807], [-4.31795, 1.44488, 0.64137], [-4.37535, 1.78065, 1.54301], [-3.59382, 0.80959, 0.67335], [1.50405, 2.77472, 1.06911], [0.81632, 3.11444, 1.65273], [2.31446, 3.17494, 1.40384], [-4.29687, -2.45754, 0.51810], [-4.49657, -2.86443, 1.36872], [-3.35571, -2.62406, 0.39367], [1.67731, 0.47335, 2.88637], [2.01523, 0.86378, 3.70023], [1.87917, 1.12966, 2.20998], [1.72870, 0.62478, -2.77639], [0.95333, 1.13167, -2.51020], [1.99525, 0.16448, -1.97261]],
  "forces_ev_per_angstrom": [[0.0, 0.2, 0.0], [-0.2, 0.0, -0.1], [0.3, -0.3, 0.0], [-0.1, -0.1, 0.1], [0.1, 0.1, 0.0], [0.1, 0.1, 0.0], [-0.1, -0.2, 0.1], [0.0, 0.1, 0.1], [0.0, -0.1, -0.2], [-0.1, -0.1, -0.1], [0.0, 0.1, 0.0], [0.3, 0.2, 0.3], [-1.3, 0.1, -0.7], [0.2, 0.1, 0.1], [-0.1, -0.1, 0.1], [0.1, 0.2, 0.2], [-0.2, -0.3, -0.4], [-0.3, 0.0, 0.1], [-0.1, 0.2, 0.1], [0.0, 0.0, -0.1], [-0.1, 0.0, 0.0], [0.3, 0.1, 0.0], [-0.1, 0.0, -0.1], [-0.1, -0.2, 0.0], [0.2, -0.1, 0.3], [-0.1, 0.0, -0.1], [0.0, 0.2, -0.2], [0.1, 0.0, 0.1], [0.0, 0.0, -0.1], [0.0, 0.0, 0.0], [0.2, 0.1, 0.2], [0.0, -0.2, 0.0], [-0.2, 0.1, -0.3], [1.1, 0.1, 1.0], [0.0, -0.3, -0.3], [0.2, 0.0, -0.1]]
}

---

{
  "formula": "H24O12",
  "method": "ωB97M-V with the def2-TZVPD basis set",
  "total_charge": 0,
  "homo_lumo_gap_ev": 10.577,
  "e_above_lowest_kcal_mol": 64.5,
  "spin_multiplicity": 1,
  "e_tot_ev": -24958.896,
  "smiles": "O.O.O.O.O.O.O.O.O.O.O.O",
  "elements": ["O", "H", "H", "O", "H", "H", "O", "H", "H", "O", "H", "H", "O", "H", "H", "O", "H", "H", "O", "H", "H", "O", "H", "H", "O", "H", "H", "O", "H", "H", "O", "H", "H", "O", "H", "H"],
  "xyz": [[-0.75685, -2.92572, 0.03817], [-0.90116, -2.12670, -0.49522], [0.19503, -3.00493, 0.14659], [-0.02657, 3.19102, -0.95796], [0.77182, 2.91392, -0.49936], [0.17636, 3.24273, -1.89180], [-0.22559, 2.33279, 1.58524], [-0.38474, 2.02376, 0.69714], [-1.02951, 2.42108, 2.09002], [-2.74724, -1.63940, -1.23681], [-3.13785, -2.47435, -0.99005], [-2.79778, -0.85628, -0.69074], [-0.29682, -3.54425, 3.20574], [-0.51084, -3.80434, 2.30497], [-0.92609, -2.87617, 3.48366], [3.23616, 2.84160, 2.73653], [2.51192, 3.27097, 3.19729], [3.00336, 1.93047, 2.55760], [1.57726, -0.68355, 3.97504], [1.49565, 0.20668, 4.31390], [1.56995, -0.74567, 3.02073], [3.60953, -2.86744, -1.85745], [3.44538, -1.96492, -1.56831], [2.88915, -3.33301, -1.41426], [2.21686, 2.24316, -2.83866], [1.97600, 3.16618, -2.95660], [3.15309, 2.21148, -3.05879], [-2.32358, 1.11403, -2.49292], [-2.48881, 2.05415, -2.60334], [-2.98698, 0.78363, -1.88347], [0.02360, -1.04273, -2.62674], [-0.58194, -1.52366, -3.19352], [-0.43492, -0.25510, -2.33736], [-3.81944, 0.55566, 0.51815], [-4.69054, 0.77722, 0.16880], [-3.67626, 1.24267, 1.17936]],
  "forces_ev_per_angstrom": [[0.2, 0.0, 0.3], [0.0, -0.4, -0.1], [0.0, 0.1, -0.1], [-0.4, 0.2, 0.2], [0.3, 0.2, -0.3], [0.2, -0.3, -0.1], [1.1, 0.0, 0.8], [-0.8, 0.0, -0.3], [-0.4, -0.1, -0.3], [0.8, 0.4, -2.0], [-0.3, 0.4, 1.0], [-0.8, -0.6, 1.1], [0.4, -0.3, 0.2], [-0.3, 0.3, 0.0], [-0.1, 0.0, -0.2], [0.5, 0.4, -0.1], [-0.2, -0.3, -0.1], [-0.3, -0.1, 0.1], [0.1, -0.8, 0.7], [0.0, 0.3, -0.6], [-0.2, 0.5, -0.1], [-0.3, 0.0, 0.4], [0.2, 0.2, -0.2], [0.1, -0.2, -0.2], [-0.1, 0.1, 0.1], [0.2, 0.1, -0.1], [0.0, -0.1, 0.0], [0.3, -0.1, -0.2], [0.0, 0.0, 0.1], [-0.2, 0.1, 0.0], [0.7, -0.3, 0.2], [-0.3, 0.1, 0.0], [-0.4, 0.3, -0.2], [-0.2, 0.3, -0.1], [0.0, -0.2, 0.0], [0.2, -0.1, 0.0]]
}